ORCA calculation (ωB97M-V/def2-TZVPD) on a cluster of 7 separate species, H14O7 in total.

## Properties
- charge = 0
- spin multiplicity = 1
- HOMO level (eV) = -10.64
- SMILES string = O.O.O.O.O.O.O

Each line ends with the natural charge from an NBO analysis.
Atoms and positions in Å:
O (-1.895, -1.708, -0.377)  -0.921
H (-1.651, -2.431, 0.034)  0.465
H (-2.677, -1.427, 0.040)  0.471
O (-0.779, -0.736, -2.807)  -0.918
H (-0.097, -0.086, -2.865)  0.462
H (-1.508, -0.228, -2.554)  0.457
O (2.424, -0.707, 1.067)  -0.973
H (1.761, -0.140, 0.658)  0.498
H (2.514, -0.258, 1.994)  0.475
O (0.212, 0.319, -0.124)  -0.986
H (0.320, 0.613, -0.978)  0.477
H (-0.407, -0.410, -0.264)  0.502
O (0.559, -1.882, 3.026)  -1.001
H (-0.055, -2.492, 3.155)  0.461
H (0.975, -1.665, 2.079)  0.517
O (-0.382, 2.078, 1.653)  -0.918
H (-1.125, 2.632, 1.507)  0.439
H (-0.467, 1.738, 0.832)  0.465
O (0.781, 1.930, -1.845)  -0.968
H (0.019, 2.659, -1.815)  0.500
H (1.476, 2.210, -2.407)  0.495


ORCA calculation (ωB97M-V/def2-TZVPD) on a structure of composition C2H2FInO.

## Properties
- charge = +2
- spin multiplicity = 1
- HOMO level (spin up / spin down) (eV) = -22.47 / -21.70

Each line ends with the Löwdin charge.
Atoms and positions in Å:
C (0.552, -0.399, 0.302)  0.074
C (0.142, 0.723, -0.414)  -0.031
O (-0.935, 0.487, 0.519)  -0.091
H (1.282, -0.526, 1.098)  0.217
F (0.023, -1.601, -0.193)  0.048
H (0.682, 1.658, -0.238)  0.187
In (-1.746, -0.342, -1.074)  1.596


ORCA calculation (ωB97M-V/def2-TZVPD) on a cluster of 2 separate species, CH3Br2IOSi in total.

## Properties
- charge = 0
- spin multiplicity = 1
- HOMO level (eV) = -9.29

Each line ends with the natural charge from an NBO analysis.
Atoms and positions in Å:
C (-1.062, -0.813, 0.451)  -0.270
O (0.287, -0.797, 0.041)  -0.941
Si (1.215, 0.349, -0.515)  1.450
Br (3.174, -0.521, -0.311)  -0.213
Br (0.444, 2.751, 1.508)  -0.539
I (0.661, 1.408, -2.740)  -0.095
H (-1.869, -0.734, -0.404)  0.182
H (-1.418, 0.037, 1.032)  0.219
H (-1.432, -1.680, 0.937)  0.207


Largest force on an atom, respectively: 0.164 0.092 0.085 hartree/bohr.
Energy relative to the best compared isomer or geometry (same formula, charge and spin), respectively: 3.5559 2.5207 2.4399 eV.